No. 1
ORCA calculation (ωB97M-V with the def2-TZVPD basis set) on a cluster of 7 separate species, C10H29B3N6O18S in total in a non-equilibrium geometry.

Structure (XYZ):
```
67
Properties=species:S:1:pos:R:3:forces:R:3
O 3.4187 -1.9959 1.9799 0.059 -0.203 -0.024
C 3.9572 -0.7449 1.5706 -0.090 -0.108 -0.037
C 3.1810 -0.1239 0.4056 0.029 0.027 -0.008
O 2.7090 1.1921 0.6957 0.093 0.095 0.065
C 1.5559 1.2040 1.4510 -0.060 -0.061 0.079
O 0.4591 0.9387 0.5972 -0.098 -0.078 -0.149
C -0.8074 1.3521 1.1261 0.085 -0.092 0.071
B -1.8136 0.1423 1.1666 0.195 -0.720 -0.226
O -2.5513 -0.2509 0.0531 -0.336 0.665 0.045
B -3.8306 -0.7317 0.2565 0.250 -0.556 -0.029
O -4.2021 -1.1471 1.5198 -0.368 0.642 0.005
B -3.4518 -0.6250 2.5585 0.256 -0.534 -0.068
S -4.2386 0.0115 4.0958 -0.423 -0.423 0.227
O -2.0921 -0.5347 2.3482 -0.186 1.127 0.217
H 3.8352 -2.6999 1.4702 -0.104 0.126 0.045
H 5.0099 -0.8540 1.3049 0.041 0.084 0.061
H 3.8793 -0.0823 2.4317 0.086 0.064 0.019
H 3.8252 -0.0118 -0.4606 -0.080 -0.041 -0.093
H 2.3437 -0.7767 0.1467 0.024 -0.023 -0.033
H 1.4502 2.1952 1.9016 0.019 0.060 -0.078
H 1.5889 0.4469 2.2479 -0.011 0.005 0.017
H -0.7089 1.7428 2.1422 0.088 -0.008 -0.026
H -1.2004 2.1665 0.5091 0.033 -0.006 -0.009
H -4.6124 -0.7603 -0.6360 0.080 -0.157 -0.035
H -3.9829 1.3045 3.8692 0.345 0.002 -0.079
C -0.2257 -0.2408 -2.3707 0.102 0.185 0.085
N -0.0581 -0.1694 -3.8438 -0.001 -0.052 -0.063
O 0.5659 0.7573 -4.3183 0.039 0.022 0.009
O -0.5579 -1.0640 -4.5010 -0.042 -0.053 0.009
H 0.2662 0.6103 -1.9152 0.009 0.017 -0.040
H -1.2920 -0.2399 -2.1662 -0.006 -0.060 0.008
H 0.2229 -1.1761 -2.0518 -0.088 -0.024 0.014
C 6.1772 1.3859 -2.6828 -0.026 -0.039 -0.043
N 6.2863 0.4800 -1.5064 0.005 0.009 0.019
O 5.8103 -0.6329 -1.5998 0.026 -0.051 -0.048
O 6.8363 0.9216 -0.5211 0.012 0.024 0.025
H 5.6621 0.8535 -3.4726 0.000 -0.006 0.001
H 5.6253 2.2625 -2.3571 0.020 0.015 0.009
H 7.1871 1.6621 -2.9697 0.001 0.028 0.021
C -7.6964 -0.5778 6.8968 0.046 -0.060 0.017
N -6.6297 0.4592 6.8376 -0.035 0.037 -0.058
O -5.5524 0.1931 7.3210 0.071 -0.024 0.064
O -6.9175 1.5075 6.2982 -0.017 0.022 -0.011
H -7.2913 -1.4493 7.3959 0.003 0.001 0.002
H -8.5316 -0.1493 7.4422 -0.017 0.017 -0.033
H -7.9854 -0.7947 5.8730 -0.023 0.025 -0.003
C -0.8559 -4.7743 -2.5913 0.016 -0.075 -0.032
N 0.5001 -4.4761 -2.0523 -0.059 0.057 -0.075
O 1.2748 -5.3913 -1.9033 0.013 -0.046 0.021
O 0.7362 -3.3098 -1.8033 0.088 -0.006 0.081
H -0.9215 -5.8403 -2.7701 0.004 -0.001 0.000
H -1.5746 -4.4412 -1.8487 -0.002 0.025 -0.008
H -0.9676 -4.1976 -3.5052 -0.012 0.034 0.018
C 1.0786 -0.8608 -7.3988 -0.089 -0.020 0.024
N 1.7760 -1.8447 -8.2717 0.012 0.024 0.009
O 1.1987 -2.8762 -8.5434 -0.027 -0.030 -0.002
O 2.8881 -1.5460 -8.6555 0.031 0.014 -0.008
H 0.1088 -1.2592 -7.1322 0.007 -0.016 0.009
H 1.6948 -0.7086 -6.5188 0.019 0.030 -0.016
H 0.9972 0.0650 -7.9601 0.043 0.014 0.011
C -0.2505 5.6571 3.6487 0.034 -0.023 0.066
N -0.8272 4.3299 3.2994 -0.002 -0.012 -0.017
O -0.6423 3.4065 4.0631 0.022 -0.012 0.046
O -1.4486 4.2570 2.2595 -0.081 0.105 -0.016
H 0.2698 5.5597 4.5933 0.000 -0.003 0.002
H 0.4194 5.9368 2.8414 -0.020 0.014 -0.020
H -1.0773 6.3579 3.7097 0.001 0.010 -0.031
```
Positions in Å, forces in eV/Å.

- Energy: -2553.69565 hartree
- HOMO-LUMO gap: 9.6 eV
- SMILES: OCCOCOCB1OBOB(S)O1.C[N+](=O)[O-].C[N+](=O)[O-].C[N+](=O)[O-].C[N+](=O)[O-].C[N+](=O)[O-].C[N+](=O)[O-]
- Net charge: 0
- Highest occupied orbital energy: -9.75 eV

natural (NBO) atomic charges, in units of e: -0.724 -0.104 -0.108 -0.525 0.242 -0.563 -0.437 1.181 -0.903 0.986 -0.892 0.981 -0.265 -0.886 0.472 0.183 0.182 0.192 0.192 0.150 0.145 0.214 0.208 -0.101 0.173 -0.503 0.542 -0.384 -0.408 0.246 0.243 0.260 -0.485 0.536 -0.382 -0.374 0.234 0.239 0.236 -0.484 0.536 -0.366 -0.385 0.230 0.233 0.237 -0.486 0.542 -0.355 -0.407 0.232 0.233 0.245 -0.483 0.534 -0.378 -0.387 0.239 0.239 0.231 -0.484 0.536 -0.370 -0.386 0.234 0.238 0.238

---

No. 2
ORCA calculation (ωB97M-V with the def2-TZVPD basis set) on a structure of composition C10H29ClN7O6RuS2.

Structure (XYZ):
```
56
Properties=species:S:1:pos:R:3:forces:R:3
Ru -0.1892 0.1016 -0.2835 -0.003 -0.327 0.020
N 0.7962 -1.0711 -1.7299 -0.017 -0.028 -0.093
C 1.8646 -0.5142 -2.6213 -0.011 -0.002 0.005
C 3.1123 -0.1590 -1.8452 -0.005 0.009 -0.004
C 2.8443 0.8889 -0.7881 0.012 -0.006 -0.002
N 1.8575 0.3794 0.2088 -0.055 -0.008 0.004
H 1.1518 -1.8783 -1.2173 -0.008 0.011 0.014
H 0.0482 -1.4287 -2.3226 -0.007 0.012 0.006
H 1.4521 0.3450 -3.1450 -0.001 0.001 0.000
H 2.0756 -1.2861 -3.3640 0.005 0.001 0.000
H 3.8529 0.2249 -2.5474 0.005 -0.002 0.004
H 3.5577 -1.0528 -1.3950 -0.005 -0.003 -0.001
H 2.4435 1.8061 -1.2184 -0.007 0.002 0.003
H 3.7607 1.1438 -0.2551 -0.001 0.003 -0.001
H 1.7703 1.0528 0.9697 0.018 0.008 -0.005
H 2.2304 -0.4674 0.6398 -0.009 -0.001 0.004
O -0.6652 0.8449 -2.1795 0.013 -0.043 0.021
Cl -0.5643 2.3345 -1.8384 0.056 0.106 0.089
O 0.4228 2.9361 -2.6152 -0.013 -0.002 -0.002
O -1.8266 2.9253 -1.8549 -0.003 -0.004 -0.010
O -0.0742 2.1342 -0.4074 -0.023 0.133 -0.081
C -0.2834 -1.3824 5.2018 0.000 0.003 -0.002
C 0.2911 -0.8654 3.8852 -0.002 0.023 0.018
S -1.0246 -0.2572 2.8249 0.050 0.033 0.000
O -0.2016 0.4440 1.6568 -0.060 -0.012 0.098
C -1.6652 1.1543 3.7465 0.012 -0.020 -0.030
C -0.6300 2.1609 4.2115 -0.005 0.012 0.004
H 0.4962 -1.9255 5.7332 0.007 0.008 0.001
H -1.1196 -2.0681 5.0523 0.008 -0.005 -0.005
H -0.6133 -0.5679 5.8440 -0.003 -0.003 0.005
H 0.7671 -1.6578 3.3038 -0.010 -0.007 -0.001
H 1.0041 -0.0532 4.0243 0.008 -0.005 -0.003
H -2.2203 0.6941 4.5688 0.003 -0.016 -0.007
H -2.3931 1.5808 3.0579 -0.017 0.018 0.011
H 0.0592 1.7476 4.9457 -0.007 -0.006 0.005
H -1.1593 2.9799 4.6980 0.003 0.005 -0.009
H -0.0691 2.5797 3.3777 0.004 -0.006 0.000
C -1.1997 -3.8973 1.7698 -0.014 -0.011 0.007
S -1.6850 -2.7507 0.4990 -0.046 -0.006 0.032
C -1.7506 -3.8672 -0.8897 0.014 0.006 -0.003
O -0.3691 -1.9207 0.2788 0.096 0.099 -0.005
H -0.2680 -4.3858 1.4883 0.002 0.001 -0.002
H -2.0061 -4.6264 1.8676 0.004 -0.005 0.001
H -1.0992 -3.3492 2.7039 -0.002 -0.003 -0.013
H -2.5670 -4.5680 -0.7045 -0.001 0.001 0.009
H -0.8057 -4.4009 -0.9859 -0.002 0.001 -0.003
H -1.9856 -3.2954 -1.7862 -0.001 0.007 -0.001
N -5.2709 0.8037 1.1999 0.028 0.014 0.024
N -4.2449 0.5146 0.3318 -0.030 0.025 -0.021
N -4.4315 0.1795 -0.9273 -0.008 -0.127 0.045
C -3.2051 -0.0728 -1.3339 -0.006 0.146 -0.042
N -2.3254 0.1338 -0.3355 0.028 -0.093 -0.023
N -3.0160 0.4863 0.7332 0.018 0.050 -0.041
H -6.1448 0.5667 0.7376 -0.001 -0.011 0.005
H -5.2519 1.7916 1.4389 -0.018 0.005 -0.021
H -2.9574 -0.3609 -2.3412 0.005 0.017 -0.001
```
Positions in Å, forces in eV/Å.

- Energy: -2583.27809 hartree
- ΔE to the lowest compared entry with this formula, charge and spin: 0.0 kJ/mol
- HOMO-LUMO gap: 8.1 eV
- Net charge: +3
- Highest occupied orbital energy: -19.30 eV

natural (NBO) atomic charges, in units of e: 1.211 -0.601 -0.240 -0.449 -0.235 -0.675 0.424 0.418 0.240 0.257 0.287 0.224 0.230 0.253 0.431 0.406 -0.747 2.517 -0.656 -0.663 -0.724 -0.640 -0.577 1.205 -0.848 -0.559 -0.639 0.276 0.226 0.241 0.242 0.259 0.271 0.263 0.230 0.275 0.230 -0.795 1.240 -0.813 -0.932 0.268 0.288 0.253 0.292 0.264 0.253 -0.584 0.206 -0.185 0.161 -0.327 -0.038 0.422 0.408 0.256

---

No. 3
ORCA calculation (ωB97M-V with the def2-TZVPD basis set) on a structure of composition C10H30AlO22S3Y in a non-equilibrium geometry.

Structure (XYZ):
```
67
Properties=species:S:1:pos:R:3:forces:R:3
Y 2.8807 2.1928 -0.1209 0.610 -1.492 -1.264
Al 0.0747 1.5953 -3.6017 -0.053 -0.594 0.739
S 0.0890 -0.0937 -0.0936 -0.196 -0.398 -5.114
O 0.2151 -1.4777 0.3159 1.445 -2.290 1.007
O -0.3410 -0.1283 -1.4927 -0.367 0.477 -0.591
O -0.9209 0.4421 0.7426 -1.600 1.760 2.847
O 1.3572 0.6061 -0.0989 1.363 0.487 1.949
S 4.4200 1.0625 -2.4281 2.075 -1.017 0.314
O 5.0563 1.5830 -3.5905 0.203 0.121 -0.660
O 4.8702 1.7116 -1.1711 2.065 0.958 2.192
O 3.0387 1.4763 -2.2736 -5.312 0.777 -1.158
O 4.4757 -0.3943 -2.3181 0.135 -0.023 0.069
S 0.2453 3.5692 -0.2165 -1.801 3.224 -0.890
O -0.9413 2.8509 0.1289 -1.267 0.091 0.723
O 0.9394 2.9133 -1.2849 0.946 -1.259 -4.606
O -0.1023 4.9907 -0.4696 -0.105 -1.126 -0.091
O 1.3144 3.5350 0.7455 2.201 0.512 4.788
C 3.3813 -0.4076 1.9705 -1.239 -0.965 -0.952
C 2.9443 0.6397 3.0910 0.953 -1.952 0.202
O 2.8327 1.9762 2.6397 0.471 -0.142 -0.830
O 3.8557 0.1762 0.7628 0.208 1.773 0.800
H 2.5778 -1.0397 1.5922 -0.880 0.262 0.773
H 4.1061 -1.1850 2.2121 0.319 0.610 1.203
H 3.6671 0.4979 3.8945 0.489 0.655 -0.094
H 2.0223 0.4061 3.6234 -0.392 -0.709 -0.654
H 2.8431 2.5199 3.4308 0.166 0.444 -0.149
H 4.3379 -0.4683 0.2397 0.245 0.021 -0.464
C -0.6086 3.7379 3.4187 0.560 1.946 -1.287
C -0.3561 2.1858 3.4882 -2.082 -0.329 -0.516
O -1.4656 1.5253 2.8823 1.090 2.345 2.828
O -1.6013 4.2899 4.1512 -1.323 -0.497 1.309
H -0.7081 4.1188 2.4022 0.244 -0.847 -0.352
H 0.2629 4.2488 3.8280 1.206 -0.941 -0.002
H -0.4523 1.9454 4.5470 0.264 0.033 0.329
H 0.5857 1.9666 2.9851 -0.132 -0.069 0.132
H -1.0764 0.9512 2.2186 0.333 -1.100 -2.573
H -1.9592 5.0372 3.6664 -0.520 -0.025 -0.101
C -2.8227 -0.7139 -4.8177 -0.595 0.269 -2.079
C -3.4299 0.6017 -5.3183 0.304 0.242 -0.646
O -2.3979 1.3181 -6.0118 0.821 0.150 0.659
O -1.9255 -0.6100 -3.7578 0.006 0.267 0.703
H -2.2538 -1.0765 -5.6738 0.008 -0.130 -0.235
H -3.6071 -1.4547 -4.6628 -0.120 0.099 0.342
H -3.8802 1.2325 -4.5519 0.035 -0.174 0.322
H -4.1528 0.4525 -6.1203 -0.577 -0.755 0.471
H -2.7280 2.1875 -6.2505 -0.052 0.058 -0.054
H -2.2886 -1.1564 -3.0570 0.438 0.255 0.515
C -0.4399 -4.2239 -1.4101 0.805 -0.329 0.151
C 1.0971 -4.1215 -1.1575 -0.634 -0.543 0.784
O 1.3804 -3.7913 0.2247 -0.072 -1.182 -2.346
O -1.1072 -3.0492 -1.1645 -1.209 -0.132 -1.178
H -0.8882 -4.8889 -0.6719 0.289 -0.914 0.134
H -0.6730 -4.5704 -2.4169 -0.167 -0.168 -0.052
H 1.4633 -3.4337 -1.9195 0.224 0.748 0.356
H 1.5472 -5.0674 -1.4590 -0.043 -0.183 0.604
H 1.0402 -2.8968 0.3010 0.238 0.814 0.508
H -0.4840 -2.3976 -0.8351 0.470 1.321 0.915
C -2.3716 -3.0637 2.1546 1.673 1.341 -0.052
C -3.3889 -1.9096 2.3915 0.647 0.974 -0.763
O -3.0561 -0.7544 1.6365 -1.238 -0.723 -0.372
O -1.0593 -2.4675 2.2913 -1.311 -1.210 1.508
H -2.3194 -3.3692 1.1096 -1.038 -0.357 -0.350
H -2.4825 -3.8986 2.8465 -0.036 0.205 0.000
H -3.2780 -1.5478 3.4137 -0.275 -0.815 0.521
H -4.4133 -2.1567 2.1129 0.086 -0.174 0.314
H -2.1143 -0.5992 1.5340 0.330 -0.122 -0.056
H -0.8263 -2.1303 1.4232 0.671 0.450 -0.483
```
Positions in Å, forces in eV/Å.

- ⟨S²⟩: 1.769
- Energy: -3529.16279 hartree
- HOMO-LUMO gap (alpha / beta): 2.5 / 3.6 eV
- Multiplicity: 2
- Net charge: +1
- Highest occupied orbital energy (alpha / beta): -10.14 / -11.96 eV

natural (NBO) atomic charges, in units of e: 2.258 0.924 2.735 -1.111 -1.081 -1.045 -1.090 2.611 -0.872 -1.119 -1.058 -0.891 2.616 -0.840 -1.061 -0.760 -1.117 -0.097 -0.095 -0.738 -0.766 0.198 0.210 0.197 0.174 0.506 0.543 -0.059 -0.127 -0.289 -0.605 0.224 0.231 0.264 0.238 0.519 0.506 -0.097 -0.095 -0.741 -0.728 0.182 0.180 0.172 0.184 0.477 0.494 -0.103 -0.122 -0.653 -0.498 0.244 0.212 0.210 0.217 0.495 0.516 -0.100 -0.083 -0.662 -0.637 0.197 0.213 0.200 0.208 0.487 0.497

---

No. 4
ORCA calculation (ωB97M-V with the def2-TZVPD basis set) on a structure of composition C10H30BNPtSe4Si4.

Structure (XYZ):
```
51
Properties=species:S:1:pos:R:3:forces:R:3
Pt -1.5282 -0.2376 1.5551 -0.026 -0.232 0.382
Se -3.2952 -1.8274 1.0058 -0.036 0.054 -0.082
Se -5.3265 -0.9633 1.5881 -0.001 0.019 0.096
Se -4.9052 0.9418 2.8325 0.132 0.001 -0.107
Se -2.8433 1.6902 2.0902 -0.200 0.076 0.013
C -0.2174 1.3249 -3.6717 -0.065 -0.020 0.028
Si -1.3867 0.8925 -2.2624 -0.067 0.015 0.028
C -2.4076 2.4096 -1.8257 0.043 -0.066 -0.035
C -2.5322 -0.4913 -2.8227 0.059 0.043 0.026
Si -0.1975 0.1497 -0.3712 0.244 0.126 -0.384
Si 0.8799 -1.9345 -0.7105 -0.011 -0.012 0.057
C 1.9497 -2.3761 0.7646 -0.031 0.006 -0.065
C 1.9482 -1.8052 -2.2565 -0.042 -0.066 0.057
C -0.4022 -3.2815 -0.9955 0.015 0.074 0.017
Si 1.2922 1.7822 0.4794 0.190 0.107 0.025
C 0.4434 3.4521 0.6653 -0.054 -0.109 -0.021
C 2.0544 1.2743 2.1167 -0.071 -0.008 -0.061
C 2.6691 1.9766 -0.7979 -0.071 -0.002 0.072
H -0.8051 1.6042 -4.5504 0.005 0.005 -0.014
H 0.4151 0.4806 -3.9485 0.015 -0.001 0.004
H 0.4306 2.1674 -3.4261 0.003 0.005 0.033
H -3.1158 2.6229 -2.6303 -0.001 0.012 -0.014
H -1.7793 3.2916 -1.6911 0.013 -0.006 0.018
H -2.9770 2.2593 -0.9073 -0.024 -0.010 0.001
H -3.2360 -0.1231 -3.5730 0.000 0.009 -0.014
H -3.1093 -0.8981 -1.9896 -0.010 0.012 0.001
H -1.9667 -1.3110 -3.2698 0.010 -0.017 0.002
H 2.8479 -1.7581 0.8119 0.002 0.032 -0.021
H 2.2705 -3.4175 0.6745 0.018 0.000 0.016
H 1.4224 -2.2676 1.7133 -0.034 -0.012 0.006
H 2.7441 -1.0670 -2.1537 -0.013 0.036 0.018
H 1.3558 -1.5480 -3.1359 -0.009 -0.004 -0.008
H 2.4162 -2.7761 -2.4424 0.013 0.001 -0.016
H -1.1110 -3.3502 -0.1680 0.039 -0.031 0.022
H 0.0897 -4.2528 -1.0872 0.018 -0.005 -0.011
H -0.9716 -3.1047 -1.9094 -0.021 0.008 -0.006
H -0.4407 3.4059 1.3044 -0.002 -0.007 0.011
H 0.1365 3.8528 -0.3025 -0.009 -0.004 -0.004
H 1.1364 4.1651 1.1181 0.029 -0.001 -0.004
H 1.3047 1.0035 2.8614 -0.006 0.006 0.011
H 2.6438 2.1020 2.5195 0.010 0.017 -0.019
H 2.7224 0.4195 1.9988 -0.026 -0.029 -0.001
H 2.2800 2.2724 -1.7735 -0.001 -0.013 -0.009
H 3.2375 1.0536 -0.9237 -0.010 -0.020 0.003
H 3.3651 2.7513 -0.4645 0.004 0.009 0.005
B 0.6798 -1.9379 5.4380 -0.012 0.006 -0.026
C -0.0980 -1.4196 4.1823 0.034 -0.024 -0.081
N -0.6430 -1.0482 3.2300 -0.066 0.038 -0.007
H -0.0112 -2.7893 5.9456 0.001 -0.018 0.027
H 0.8481 -0.9801 6.1560 0.005 0.016 0.027
H 1.7234 -2.3795 5.0098 0.018 -0.014 0.008
```
Positions in Å, forces in eV/Å.

- ⟨S²⟩: 6.019
- Energy: -11361.67451 hartree
- ΔE to the lowest compared entry with this formula, charge and spin: 65.5 kJ/mol
- HOMO-LUMO gap (alpha / beta): 6.7 / 5.7 eV
- Multiplicity: 5
- Net charge: 0
- Highest occupied orbital energy (alpha / beta): -7.74 / -8.84 eV

natural (NBO) atomic charges, in units of e: 0.648 -0.025 0.133 0.086 -0.085 -1.104 1.284 -1.109 -1.107 -0.355 1.305 -1.116 -1.106 -1.106 1.299 -1.107 -1.115 -1.104 0.241 0.237 0.237 0.240 0.238 0.240 0.240 0.237 0.236 0.239 0.243 0.256 0.239 0.233 0.242 0.228 0.244 0.237 0.231 0.235 0.243 0.249 0.241 0.244 0.234 0.235 0.241 -0.595 0.479 -0.724 0.023 0.023 0.021